C23H31BiCl3N5O | ωB97M-V with the def2-TZVPD basis set

For the total energy, the calculation gives -77246.371 eV. For the orbital gap, the calculation gives 7.43 eV. The max |F| comes out at 0.2 eV/A. The spin multiplicity is 1. The calculation puts the LUMO energy at -5.70 eV. As for the charge: +2.

Cartesian coordinates (Å):
Bi (-0.08, -0.24, -0.25)
C (1.08, 2.88, 1.47)
C (0.33, 2.97, 0.15)
N (-0.77, 1.98, -0.04)
C (-1.99, 2.20, 0.78)
C (-2.02, 1.32, 2.01)
N (-1.80, -0.10, 1.68)
C (-1.76, -0.89, 2.93)
C (-1.50, -2.38, 2.77)
C (-0.03, -2.75, 2.71)
N (0.58, -2.36, 1.43)
C (2.02, -2.06, 1.48)
C (2.30, -0.69, 2.10)
N (1.36, 0.39, 1.63)
C (2.04, 1.71, 1.59)
H (0.40, 2.92, 2.33)
H (1.68, 3.79, 1.55)
H (1.01, 2.82, -0.68)
H (-0.11, 3.97, 0.05)
H (-1.02, 2.07, -1.02)
H (-2.85, 1.97, 0.15)
H (-2.06, 3.25, 1.06)
H (-2.98, 1.46, 2.53)
H (-1.25, 1.63, 2.72)
H (-2.60, -0.41, 1.14)
H (-2.71, -0.73, 3.46)
H (-0.99, -0.45, 3.58)
H (-2.03, -2.77, 1.89)
H (-1.94, -2.89, 3.63)
H (0.10, -3.82, 2.88)
H (0.50, -2.25, 3.52)
H (0.46, -3.14, 0.79)
H (2.39, -2.07, 0.46)
H (2.59, -2.81, 2.04)
H (3.31, -0.39, 1.84)
H (2.24, -0.73, 3.19)
H (0.64, 0.46, 2.34)
H (2.74, 1.70, 0.75)
H (2.63, 1.82, 2.51)
Cl (3.40, -1.04, -6.67)
C (2.48, -0.49, -5.32)
C (3.03, -0.55, -4.05)
C (2.27, -0.09, -2.99)
Cl (2.93, -0.15, -1.37)
C (0.98, 0.42, -3.13)
O (0.28, 0.88, -2.09)
C (0.47, 0.45, -4.43)
Cl (-1.13, 1.07, -4.67)
C (1.20, 0.01, -5.52)
H (4.03, -0.93, -3.89)
H (0.78, 0.06, -6.51)
N (-2.50, -0.38, -1.24)
C (-3.14, -0.48, -2.19)
C (-3.94, -0.60, -3.36)
C (-4.54, 0.55, -3.90)
C (-5.29, 0.42, -5.05)
C (-5.44, -0.82, -5.66)
C (-4.84, -1.95, -5.11)
C (-4.09, -1.85, -3.96)
H (-4.41, 1.51, -3.42)
H (-5.76, 1.30, -5.48)
H (-6.03, -0.90, -6.56)
H (-4.97, -2.91, -5.59)
H (-3.62, -2.72, -3.53)